1.
Formula: C3H8IN2S
Source: the Open Molecules 2025 dataset
Level of theory: ωB97M-V/def2-TZVPD

Properties
Spin multiplicity: 1
Highest occupied orbital energy (spin up / spin down), eV: -12.9243 / -12.9267
Orbital gap (spin up / spin down), eV: 7.62 / 7.62
ΔE to the lowest compared entry with this formula, charge and spin, kJ/mol: 338.4
Largest force on an atom, Eh/bohr: 0.0729
Total charge: +1
Total energy, Eh: -924.1432

Last column: Mulliken charge in e.
Atoms and positions in Å:
C 0.5489 0.0129 -1.0608  0.02
C 1.5801 -1.7406 0.3028  -0.84
C -2.3891 1.1815 1.0506  -0.77
N -0.0039 1.2195 -1.1811  -0.24
N 1.3033 -0.3228 -0.0017  -0.15
S -0.1949 2.3166 0.1011  -0.10
I -2.6490 -0.5267 -0.0995  0.25
H 0.2090 -0.5328 -1.9119  0.46
H 1.0787 -2.2002 1.2303  0.30
H 2.7298 -1.7116 0.5474  0.32
H 1.5995 -2.4544 -0.5798  0.32
H -3.2104 1.8947 1.0612  0.38
H -1.7847 0.9883 1.8567  0.45
H -0.3951 1.6085 -2.0787  0.31
H 1.5778 0.2671 0.7633  0.29

Atomic forces in eV per Å
-0.1 2.2 1.6
3.5 -1.3 0.6
0.6 0.2 -2.9
-0.3 1.6 -0.2
-1.8 -2.4 -2.0
-1.5 -0.7 0.7
-0.1 0.7 0.4
0.9 -1.7 -0.1
0.3 1.1 -1.6
-2.1 -0.3 -0.1
-0.8 1.2 0.9
0.4 0.0 -0.1
0.8 -0.2 2.0
0.6 -1.4 1.1
-0.5 1.0 -0.2

2.
Formula: C3H8INO
Source: the Open Molecules 2025 dataset
Level of theory: ωB97M-V/def2-TZVPD

Properties
Spin multiplicity: 1
Highest occupied orbital energy, eV: -7.2353
Orbital gap, eV: 6.29
ΔE to the lowest compared entry with this formula, charge and spin, kJ/mol: 230.3
Largest force on an atom, Eh/bohr: 0.1546
Total energy, Eh: -546.6966

Last column: Mulliken charge in e.
Atoms and positions in Å:
C 22.4343 -25.7513 23.8568  -1.03
C 21.2546 -26.5610 23.3455  0.52
O 20.4597 -27.0062 24.1866  -0.45
N 21.0364 -26.7532 21.8964  0.06
H 21.1945 -25.8684 21.6165  -0.09
H 22.0658 -27.1413 21.4401  0.46
C 19.9800 -27.8186 21.5076  -0.68
H 23.1619 -26.4566 23.6726  0.39
H 22.2587 -25.5152 24.9101  0.28
H 22.3565 -24.7390 23.4579  0.37
H 20.4360 -28.8023 21.7686  0.29
H 19.6376 -27.7849 20.4508  0.32
H 18.9251 -27.7016 21.9804  0.29
I 20.3587 -23.6977 20.2630  -0.72

Atomic forces in eV per Å
-3.3 1.2 -0.2
-2.9 -0.7 5.2
1.8 0.6 -3.5
3.5 -7.1 0.7
-1.3 5.4 -3.2
-3.3 0.9 1.6
-2.0 0.2 0.0
3.0 -0.4 -0.3
0.1 -0.9 0.0
1.1 -0.2 -1.1
-0.5 1.0 -0.2
1.3 0.4 0.4
2.4 0.2 0.1
0.3 -0.6 0.4

3.
Formula: C3H8N
Source: the Open Molecules 2025 dataset
Level of theory: ωB97M-V/def2-TZVPD

Properties
Spin multiplicity: 2
Highest occupied orbital energy (spin up / spin down), eV: -24.2222 / -23.7775
⟨S²⟩: 0.810
Orbital gap (spin up / spin down), eV: 8.66 / 6.69
ΔE to the lowest compared entry with this formula, charge and spin, kJ/mol: 609.9
Largest force on an atom, Eh/bohr: 0.1107
Total charge: +2
Total energy, Eh: -172.7987

Last column: Mulliken spin population.
Atoms and positions in Å:
C 1.6940 0.5090 -0.5266  0.30
C 0.2331 -0.1537 -0.4843  0.25
C -1.7001 -0.2262 0.8971  0.02
N -0.4792 0.4117 0.6593  0.20
H 1.9782 0.4652 0.5216  0.03
H 2.4420 -0.0772 -1.1121  0.01
H 1.6526 1.5530 -0.9661  0.10
H -0.2692 -0.0640 -1.4509  0.02
H 0.5426 -1.2163 -0.3571  0.07
H -2.2357 0.3662 1.6272  0.00
H -1.4668 -1.2815 1.2338  -0.03
H -2.3916 -0.2862 -0.0418  0.03

Atomic forces in eV per Å
2.5 -0.4 -0.6
-0.6 2.9 2.2
-0.5 2.4 0.6
-1.1 -4.1 -3.8
0.2 -0.3 0.2
-0.3 0.5 0.3
-0.9 -0.7 -0.4
-0.5 0.6 -0.1
0.5 -0.2 0.6
-0.2 -0.3 0.6
-0.2 0.0 -0.2
1.1 -0.5 0.6

4.
Formula: C3H8N
Source: the Open Molecules 2025 dataset
Level of theory: ωB97M-V/def2-TZVPD

Properties
Spin multiplicity: 2
Highest occupied orbital energy (spin up / spin down), eV: -20.7189 / -22.7951
⟨S²⟩: 0.759
Orbital gap (spin up / spin down), eV: 7.88 / 9.74
ΔE to the lowest compared entry with this formula, charge and spin, kJ/mol: 231.0
Largest force on an atom, Eh/bohr: 0.1329
Total charge: +2
Total energy, Eh: -172.9430

Last column: Mulliken spin population.
Atoms and positions in Å:
C 0.0456 -1.1530 -1.4498  0.08
C -0.5163 -0.4338 -0.2620  0.22
C -0.4659 0.7967 0.2122  0.50
N 0.4046 0.9703 1.4620  0.02
H 1.2130 -0.9147 -1.7891  0.00
H -0.0291 -2.2774 -1.4699  0.00
H -0.5524 -0.7322 -2.3260  0.05
H -1.1838 -1.2060 0.4086  0.09
H -0.8410 1.7518 0.0197  0.04
H 1.3407 0.5772 1.3470  0.00
H 0.7942 1.9980 1.6392  0.00
H -0.2095 0.6231 2.2081  0.02

Atomic forces in eV per Å
1.3 0.4 -1.3
-1.0 -6.6 -1.4
2.6 3.4 2.5
-0.1 2.1 -0.4
-2.9 0.1 1.1
-0.4 1.3 0.5
0.5 -0.2 0.3
1.9 1.4 -0.7
-0.7 1.3 -1.7
-0.1 -1.4 0.3
-2.0 -1.7 -0.3
0.9 0.0 1.0

5.
Formula: C3H8N2
Source: the Open Molecules 2025 dataset
Level of theory: ωB97M-V/def2-TZVPD

Properties
Spin multiplicity: 1
Highest occupied orbital energy, eV: -9.5134
Orbital gap, eV: 10.36
ΔE to the lowest compared entry with this formula, charge and spin, kJ/mol: 449.4
Largest force on an atom, Eh/bohr: 0.1116
Total energy, Eh: -228.4775
SMILES string: C=NC.C=N

Last column: Mulliken charge in e.
Atoms and positions in Å:
C 0.4421 -2.0397 -1.9749  -0.26
N 1.5903 -2.6306 -2.3307  -0.48
H -0.0776 -2.5373 -1.1668  0.30
H 0.1114 -1.1541 -2.6864  0.20
H 2.0561 -2.1930 -3.1253  0.24
C 0.0629 1.6312 0.5950  -0.87
C -1.5610 1.1366 2.1470  -0.23
N -0.5931 1.9552 1.8374  -0.37
H 0.8047 2.3076 0.3931  0.35
H 0.6932 0.7753 0.7636  0.37
H -0.7544 1.5667 -0.1917  0.30
H -2.2130 1.4435 3.1631  0.24
H -1.2645 0.1502 1.7016  0.22

Atomic forces in eV per Å
4.2 -0.4 -3.9
-3.3 1.3 1.7
-0.4 0.6 0.0
-0.1 -1.7 2.1
-0.4 0.3 0.0
-1.7 -1.4 0.2
2.8 1.7 2.3
-3.2 0.2 0.8
1.3 2.4 -0.9
-0.2 -1.3 -0.4
1.6 -0.2 0.6
1.6 -1.4 -3.0
-2.1 0.0 0.4

6.
Formula: C3H8N2
Source: the Open Molecules 2025 dataset
Level of theory: ωB97M-V/def2-TZVPD

Properties
Spin multiplicity: 1
Highest occupied orbital energy, eV: -8.5396
Orbital gap, eV: 9.65
ΔE to the lowest compared entry with this formula, charge and spin, kJ/mol: 356.9
Largest force on an atom, Eh/bohr: 0.0774
Total energy, Eh: -228.5127
SMILES string: C=CCNN

Last column: Mulliken charge in e.
Atoms and positions in Å:
C -0.8363 -0.3506 0.0750  -0.59
C -0.0031 0.4168 1.0258  0.02
C 0.1370 1.7155 1.1893  -0.73
N -0.1450 -1.4781 -0.7575  -0.34
N 0.7822 -1.0465 -1.6691  -0.50
H -1.6667 -0.8134 0.6195  0.25
H -1.4153 0.2707 -0.7453  0.36
H 0.6113 -0.3782 1.4792  0.23
H 0.7950 2.2023 1.8232  0.32
H 0.2597 -0.2804 -2.2704  0.27
H -0.4800 2.3005 0.4857  0.22
H 0.3309 -1.9762 -0.0580  0.27
H 1.6303 -0.5824 -1.1973  0.23

Atomic forces in eV per Å
-2.0 0.3 -3.2
1.3 -1.7 -0.3
-1.8 -0.4 -2.3
-2.8 1.7 2.1
1.2 3.3 -1.9
0.3 -0.3 0.0
1.3 -0.7 1.6
0.2 0.9 0.8
1.1 0.7 1.2
1.7 -2.0 1.4
0.3 0.2 0.7
0.8 -1.4 0.8
-1.6 -0.3 -0.9

7.
Formula: C3H8N2
Source: the Open Molecules 2025 dataset
Level of theory: ωB97M-V/def2-TZVPD

Properties
Spin multiplicity: 1
Highest occupied orbital energy, eV: -9.0843
Orbital gap, eV: 10.24
ΔE to the lowest compared entry with this formula, charge and spin, kJ/mol: 286.6
Largest force on an atom, Eh/bohr: 0.0632
Total energy, Eh: -228.5395
SMILES string: NC[C@@H]1CN1

Last column: Mulliken charge in e.
Atoms and positions in Å:
C -0.1030 0.2369 -0.9801  -0.74
C -0.6631 0.1685 0.4369  0.08
C 0.1165 -0.8281 1.3052  -0.42
H 1.8588 0.6369 -1.8472  0.23
H 1.0654 2.0249 -1.2167  0.24
H -0.7929 0.7479 -1.7317  0.30
H 0.0575 -0.7757 -1.2986  0.38
H -1.0340 1.0686 0.8487  0.42
H 1.1318 -1.2289 0.8409  0.16
H 0.2095 -0.6835 2.4010  0.29
H -1.8843 -1.1518 1.5301  0.26
N 1.2254 0.9372 -1.0216  -0.62
N -1.1876 -1.1530 0.7330  -0.58

Atomic forces in eV per Å
0.2 1.7 -1.0
2.0 -1.4 -0.3
1.9 0.7 -0.7
-1.8 0.4 1.8
0.4 -3.2 0.6
0.4 -0.8 1.1
-0.1 -0.5 -0.2
-0.6 0.6 0.6
-2.5 0.5 0.8
-0.3 0.1 -0.9
0.9 0.1 -1.4
0.5 2.4 -1.8
-1.2 -0.6 1.5

8.
Formula: C3H8N2
Source: the Open Molecules 2025 dataset
Level of theory: ωB97M-V/def2-TZVPD

Properties
Spin multiplicity: 1
Highest occupied orbital energy (spin up / spin down), eV: -6.9431 / -7.4951
Orbital gap (spin up / spin down), eV: 6.94 / 7.72
ΔE to the lowest compared entry with this formula, charge and spin, kJ/mol: 442.0
Largest force on an atom, Eh/bohr: 0.0087
Total energy, Eh: -228.4803

Last column: Mulliken charge in e.
Atoms and positions in Å:
C 0.2251 -0.5421 0.2273  0.58
C 0.6708 1.6430 -0.3479  -0.26
C -1.1022 -1.2514 -0.0173  -1.40
N 0.2088 0.2329 1.4435  -0.95
N 0.4004 0.4521 -0.8658  -0.23
H 1.1623 0.3378 1.7872  0.22
H -0.1083 0.3724 -1.7357  0.28
H 1.0411 -1.2788 0.1987  0.26
H 0.3528 2.5234 -0.9017  0.28
H 1.4491 1.7836 0.3749  0.20
H -1.2547 -1.9745 0.7843  0.32
H -1.9146 -0.5231 0.0308  0.34
H -1.1305 -1.7754 -0.9784  0.36

Atomic forces in eV per Å
0.0 0.0 0.2
-0.1 -0.4 -0.2
0.1 0.1 0.0
0.1 0.0 -0.4
0.0 0.3 0.3
-0.1 0.0 0.0
0.0 0.0 0.1
0.0 0.1 0.0
0.0 0.0 0.0
-0.1 -0.1 0.1
0.0 0.0 0.0
0.0 0.0 0.0
0.0 0.0 0.0

9.
Formula: C3H8N2
Source: the Open Molecules 2025 dataset
Level of theory: ωB97M-V/def2-TZVPD

Properties
Spin multiplicity: 1
Highest occupied orbital energy, eV: -8.2955
Orbital gap, eV: 9.30
ΔE to the lowest compared entry with this formula, charge and spin, kJ/mol: 369.9
Largest force on an atom, Eh/bohr: 0.1452
Total energy, Eh: -228.5078
SMILES string: [H]/N=C/CNC

Last column: Mulliken charge in e.
Atoms and positions in Å:
C -0.3844 -0.9302 -0.0367  -0.50
C 1.8426 0.4529 0.0299  -0.84
N 0.6816 0.0298 0.7799  -0.45
C -1.5663 -0.1408 -0.1463  0.12
N -1.9169 1.0273 -0.0384  -0.51
H 0.2392 0.8252 1.2330  0.27
H -2.8801 1.2748 -0.2459  0.26
H -0.4701 -1.8076 0.6017  0.29
H 0.0529 -1.1534 -1.0154  0.35
H -2.1257 -1.2389 -0.6472  0.13
H 1.6273 1.1638 -0.7864  0.28
H 2.5793 0.9224 0.6879  0.31
H 2.3205 -0.4253 -0.4160  0.29

Atomic forces in eV per Å
5.3 4.0 3.4
0.0 -0.1 -0.4
-0.5 -2.0 -0.7
-3.0 -5.8 -3.2
0.1 1.5 0.8
-0.4 -0.4 -0.5
0.1 -0.4 -0.2
-0.4 0.0 -0.3
-0.3 0.0 0.2
-0.9 3.2 0.8
0.0 -0.1 0.0
-0.1 0.0 0.0
0.0 0.1 0.0

10.
Formula: C3H8N2
Source: the Open Molecules 2025 dataset
Level of theory: ωB97M-V/def2-TZVPD

Properties
Spin multiplicity: 1
Highest occupied orbital energy, eV: -8.5756
Orbital gap, eV: 9.54
ΔE to the lowest compared entry with this formula, charge and spin, kJ/mol: 245.6
Largest force on an atom, Eh/bohr: 0.1327
Total energy, Eh: -228.5551
SMILES string: [H]/N=C/NCC

Last column: Mulliken charge in e.
Atoms and positions in Å:
C -0.5093 0.2229 -2.1871  -0.91
C -0.6427 0.9626 -0.8916  -0.44
N 0.2561 0.3348 0.2169  -0.31
C 0.0095 -0.5637 1.2597  0.04
N 1.0599 -1.0309 2.0074  -0.65
H -1.2925 0.4439 -2.9513  0.30
H -0.5599 -0.8358 -2.0107  0.30
H 0.5635 0.2905 -2.4848  0.29
H -0.3769 2.1087 -0.8998  0.26
H -1.5872 0.9789 -0.3108  0.33
H 1.1815 0.5507 0.0996  0.22
H -0.9457 -0.8578 1.1366  0.37
H 0.6600 -1.5371 2.7646  0.22

Atomic forces in eV per Å
0.4 -0.2 -0.4
0.6 1.1 3.9
-2.1 -0.2 -0.3
6.8 0.8 -0.5
-3.7 2.5 -2.9
1.0 0.3 0.4
-0.5 -0.6 0.4
-0.9 0.5 -0.5
-0.2 -2.3 -0.4
-0.2 -0.3 -1.2
2.7 0.6 -0.1
-3.6 -1.4 1.0
-0.4 -0.9 0.6

Repeat the sixth record exactly.
Formula: C3H8N2
Source: the Open Molecules 2025 dataset
Level of theory: ωB97M-V/def2-TZVPD

Properties
Spin multiplicity: 1
Highest occupied orbital energy, eV: -8.5396
Orbital gap, eV: 9.65
ΔE to the lowest compared entry with this formula, charge and spin, kJ/mol: 356.9
Largest force on an atom, Eh/bohr: 0.0774
Total energy, Eh: -228.5127
SMILES string: C=CCNN

Last column: Mulliken charge in e.
Atoms and positions in Å:
C -0.8363 -0.3506 0.0750  -0.59
C -0.0031 0.4168 1.0258  0.02
C 0.1370 1.7155 1.1893  -0.73
N -0.1450 -1.4781 -0.7575  -0.34
N 0.7822 -1.0465 -1.6691  -0.50
H -1.6667 -0.8134 0.6195  0.25
H -1.4153 0.2707 -0.7453  0.36
H 0.6113 -0.3782 1.4792  0.23
H 0.7950 2.2023 1.8232  0.32
H 0.2597 -0.2804 -2.2704  0.27
H -0.4800 2.3005 0.4857  0.22
H 0.3309 -1.9762 -0.0580  0.27
H 1.6303 -0.5824 -1.1973  0.23

Atomic forces in eV per Å
-2.0 0.3 -3.2
1.3 -1.7 -0.3
-1.8 -0.4 -2.3
-2.8 1.7 2.1
1.2 3.3 -1.9
0.3 -0.3 0.0
1.3 -0.7 1.6
0.2 0.9 0.8
1.1 0.7 1.2
1.7 -2.0 1.4
0.3 0.2 0.7
0.8 -1.4 0.8
-1.6 -0.3 -0.9

Question: spin multiplicity of number 7 (C3H8N2)?
Answer: 1

Question: total energy of number 3 (C3H8N)?
Answer: -172.7987 Eh